Molecular formula: C39H78O21
Method: DFT, the ωB97M-V functional and the def2-TZVPD basis

The calculation puts the frontier orbital gap at 0.357 Ha. The calculation puts the lowest unoccupied orbital energy at 0.57 eV. The SMILES is COC(=O)OC.COC(=O)OC.COC(=O)OC.COC(=O)OC.COC(=O)OC.C1CCOC1.C1CCOC1.C1CCOC1.C1CCOC1.C1CCOC1.C1CCOC1. The net charge is 0. The calculation puts the max |F| at 0.0823 Eh/bohr.

Cartesian coordinates (Å):
C1 -0.93 1.11 -5.25
H1 -3.03 -2.95 4.22
C2 -0.94 -3.12 4.30
O1 -1.69 -3.50 -1.13
C3 4.06 1.20 -1.66
H2 5.53 -2.61 2.62
C4 -0.59 -1.67 4.54
C5 2.70 1.93 3.15
H3 -0.78 7.63 -0.41
O2 3.20 1.08 -2.79
C6 -5.25 -0.21 -1.24
H4 -0.12 -1.57 -7.38
C7 2.77 3.10 -1.60
H5 -0.94 -3.75 5.17
C8 -2.55 1.30 -3.65
H6 -0.20 0.89 -1.79
H7 -2.81 1.21 -2.56
C9 -3.00 0.08 -4.45
H8 0.13 0.95 -5.54
H9 2.06 2.77 -0.88
H10 -1.76 1.28 7.25
O3 0.93 -0.09 -0.46
H11 6.49 -1.80 3.84
C10 1.69 -1.63 -3.41
H12 -2.68 1.89 2.70
O4 -4.71 0.89 -0.58
H13 -4.01 0.28 -4.87
C11 4.17 2.67 -1.26
H14 -0.71 4.78 5.83
O5 3.37 -5.03 2.85
H15 2.09 0.49 1.13
O6 3.25 -0.61 4.08
C12 -2.01 0.02 -5.56
H16 2.85 2.83 -3.83
H17 -2.35 6.25 -1.68
H18 -1.19 2.09 -5.69
H19 -0.18 4.03 -1.46
H20 -2.43 -4.87 -4.47
H21 4.90 3.20 -1.90
O7 1.31 -3.00 -3.89
C13 -1.53 5.70 -1.14
H22 0.38 2.38 0.88
O8 3.88 1.16 2.88
H23 0.69 -0.58 1.65
C14 -3.74 1.95 2.57
H24 -2.51 0.31 -6.53
C15 -0.38 0.23 -0.95
O9 -4.13 1.99 1.18
H25 -6.15 -0.50 -0.66
C16 5.49 -1.87 3.44
H26 -0.93 -5.80 -4.54
H27 1.55 -1.67 -2.35
H28 3.18 -1.31 0.87
C17 4.00 -0.05 3.37
H29 4.95 0.64 -1.87
H30 0.97 -0.94 -3.80
O10 0.14 2.99 5.56
H31 -2.93 -0.83 -3.84
H32 -0.17 6.09 -3.66
H33 -0.92 -0.70 -1.23
H34 -0.67 -3.80 0.49
H35 3.45 0.72 -0.85
H36 1.05 5.16 -2.86
C18 -4.52 0.75 0.76
C19 1.11 -3.04 -5.18
C20 -2.01 -3.86 -2.34
C21 -0.42 6.68 -0.72
H37 -1.34 3.96 4.39
H38 -1.58 -1.94 1.71
C22 3.16 -6.46 2.89
H39 -1.49 1.97 -0.25
H40 -2.43 -6.38 -3.80
H41 -4.49 -1.04 -1.32
H42 1.49 2.05 -3.03
H43 4.75 -2.16 4.16
C23 0.95 0.26 0.94
H44 2.66 -1.50 -3.78
C24 2.90 -4.44 1.72
C25 2.86 -2.34 0.75
H45 1.57 -1.43 -7.80
H46 -3.00 -1.23 2.48
H47 3.24 -6.77 1.83
C26 -2.04 -1.73 2.71
H48 -0.07 1.07 4.78
C27 0.13 5.65 -2.71
C28 -1.78 -5.53 -3.95
H49 2.63 4.17 -1.65
O11 1.00 -4.15 -5.71
H50 0.16 6.28 0.18
H51 4.48 2.65 -0.21
O12 3.08 -3.11 1.89
H52 -0.15 -3.53 3.64
H53 -1.96 0.45 0.44
H54 -0.47 -5.21 -0.63
H55 1.84 1.21 3.19
O13 0.40 6.80 -1.90
H56 3.99 -6.75 3.51
H57 0.49 -1.48 4.61
H58 -2.94 2.22 -4.07
C29 -2.14 3.10 6.19
H59 0.33 -3.62 -0.96
H60 3.34 -2.81 -0.11
C30 -0.83 4.76 -1.97
O14 -1.10 1.39 -3.84
H61 -1.53 -0.95 -5.66
O15 2.55 -5.00 0.70
C31 -2.19 -3.02 3.54
H62 -4.20 2.86 3.02
C32 -1.64 1.65 6.23
C33 -0.52 -4.10 -0.52
H63 -2.19 3.49 7.25
H64 -2.30 0.97 5.67
H65 -3.10 3.13 5.77
H66 -2.06 5.23 -0.32
O16 1.09 -1.90 -5.86
O17 -4.73 -0.23 1.44
H67 1.78 -2.32 0.54
H68 2.21 -6.70 3.29
H69 -4.20 1.07 2.97
O18 -1.34 -4.94 -2.77
O19 5.20 -0.55 2.90
C34 -0.25 1.62 5.75
H70 -5.53 0.15 -2.21
H71 -1.46 4.17 -2.65
H72 -2.26 -3.88 2.85
C35 2.51 2.34 -2.86
H73 2.89 2.36 4.14
H74 2.60 2.69 2.39
C36 0.01 1.36 1.19
H75 -0.45 1.25 2.15
C37 -1.12 1.03 0.12
O20 -2.92 -3.33 -2.96
O21 -1.16 -0.95 3.49
H76 0.45 1.28 6.48
H77 0.93 -3.06 -7.50
H78 -0.98 -1.25 5.46
C38 -1.06 3.81 5.44
C39 0.86 -1.98 -7.23